Record 1
C2H5N3P | ωB97M-V/def2-TZVPD

Computed properties:
**ΔE to the lowest compared entry with this formula, charge and spin**: 228.1 kJ/mol
**E_HOMO (spin up / spin down)**: -12.1 / -15.5 eV
**Molar mass**: 102.06 g/mol
**Expectation value of S²**: 2.01
**2S+1**: 3
**Frontier orbital gap (spin up / spin down)**: 6.9 / 7.6 eV
**Charge**: +1

Last column: Löwdin charge in e.
Atoms and positions in Å:
C: 1.117 0.825 0.512  0.05
C: -0.932 -0.151 0.246  -0.26
N: 1.003 1.178 -1.424  -0.20
N: -0.574 -0.854 -0.992  -0.25
N: 0.197 0.095 1.059  -0.02
P: 0.463 -0.136 -2.098  0.92
H: 2.067 0.987 0.910  0.08
H: -1.304 0.886 -0.066  0.15
H: -1.749 -0.652 0.881  0.17
H: -0.673 -1.902 -1.097  0.12
H: 0.385 -0.277 2.069  0.23

=====

Record 2
C8H5N3O2 | ωB97M-V/def2-TZVPD

Computed properties:
**ΔE to the lowest compared entry with this formula, charge and spin**: 431.2 kJ/mol
**E_HOMO**: -9.7 eV
**Molar mass**: 175.15 g/mol
**SMILES**: N#C\C=C/C=C\C=C(/C#N)[N+](=O)[O-]
**Frontier orbital gap**: 8.1 eV

Last column: Löwdin charge in e.
Atoms and positions in Å:
N: -1.142 -0.302 2.470  0.22
C: -0.728 0.543 1.818  -0.22
C: -0.588 1.400 0.735  -0.10
C: 0.518 1.440 -0.060  -0.09
C: 1.660 0.601 0.223  -0.06
C: 1.665 -0.760 0.361  -0.06
C: 0.408 -1.423 0.250  0.01
C: -0.429 -0.829 -0.685  -0.22
C: 0.193 -0.357 -1.918  -0.18
N: 0.579 -0.230 -2.991  0.20
N: -1.824 -0.722 -0.660  -0.36
O: -2.490 -1.670 -0.245  0.10
O: -2.332 0.337 -0.930  0.10
H: -1.338 2.162 0.483  0.14
H: 0.616 2.051 -0.905  0.12
H: 2.575 1.116 0.479  0.12
H: 2.662 -1.231 0.554  0.13
H: -0.006 -2.127 1.020  0.15

=====

Record 3
C2H5N3O3 | ωB97M-V/def2-TZVPD

Computed properties:
**ΔE to the lowest compared entry with this formula, charge and spin**: 459.0 kJ/mol
**E_HOMO**: -9.2 eV
**Molar mass**: 119.08 g/mol
**Frontier orbital gap**: 9.4 eV

Last column: Löwdin charge in e.
Atoms and positions in Å:
C: 0.654 0.155 -1.354  -0.38
C: 0.341 -0.604 0.953  -0.68
H: -1.171 0.781 -2.070  0.14
H: 0.309 1.497 -2.987  0.15
H: 1.916 -0.572 0.368  0.02
H: -1.017 -1.613 2.591  0.31
H: -1.640 0.944 1.876  0.16
N: -0.162 1.234 -2.012  0.09
N: 1.550 -0.904 1.247  0.18
N: -0.727 -0.776 1.651  -0.03
O: 1.874 -0.061 -1.671  0.05
O: -0.001 -0.080 -0.145  0.08
O: -1.926 -0.001 1.554  -0.06

=====

Record 4
C21H20N3O3STeZr | ωB97M-V/def2-TZVPD

Computed properties:
**E_HOMO**: -11.6 eV
**Molar mass**: 613.30 g/mol
**Frontier orbital gap**: 7.8 eV
**Charge**: +1

Last column: Löwdin charge in e.
Atoms and positions in Å:
Zr: -0.254 0.395 -0.812  1.53
N: -1.476 0.155 1.229  -0.08
C: -0.715 -0.786 2.090  -0.13
C: 0.720 -0.281 1.990  -0.53
O: 1.328 0.109 2.959  0.10
N: 1.141 -0.203 0.679  -0.13
C: 2.250 0.737 0.487  -0.11
C: 1.714 1.926 -0.344  -0.61
O: 2.275 2.377 -1.317  0.09
O: 0.436 2.214 -0.059  -0.22
H: -1.473 1.079 1.660  0.12
H: -2.446 -0.128 1.131  0.08
H: -0.807 -1.785 1.666  0.10
H: -1.031 -0.768 3.130  0.13
H: 3.085 0.298 -0.057  0.13
H: 2.596 1.102 1.457  0.13
S: -1.059 -2.053 -1.335  0.56
C: 0.318 -1.925 -2.416  -0.74
C: 0.729 -2.925 -3.292  -0.06
C: 1.840 -2.694 -4.080  -0.03
C: 2.523 -1.481 -3.996  -0.04
C: 2.063 -0.528 -3.117  -0.11
N: 0.987 -0.757 -2.347  -0.10
H: 0.185 -3.857 -3.334  0.12
H: 2.183 -3.461 -4.762  0.12
H: 3.397 -1.286 -4.599  0.12
H: 2.546 0.433 -2.988  0.12
Te: -3.170 0.642 -1.983  1.42
C: -1.607 0.919 -3.382  -0.58
C: -1.442 0.136 -4.520  -0.12
C: -0.411 0.431 -5.395  -0.05
C: 0.454 1.494 -5.149  -0.05
C: 0.310 2.263 -4.007  -0.05
C: -0.725 1.969 -3.118  -0.22
C: -3.804 2.662 -1.940  -0.53
C: -4.865 3.046 -2.755  -0.14
C: -5.301 4.361 -2.737  -0.06
C: -4.684 5.288 -1.908  -0.06
C: -3.630 4.903 -1.093  -0.06
C: -3.189 3.589 -1.106  -0.15
H: -2.116 -0.686 -4.723  0.11
H: -0.283 -0.167 -6.287  0.12
H: 1.244 1.714 -5.854  0.12
H: 0.990 3.073 -3.782  0.12
H: -0.864 2.601 -2.240  0.08
H: -5.352 2.327 -3.401  0.10
H: -6.125 4.660 -3.371  0.11
H: -5.027 6.314 -1.896  0.11
H: -3.148 5.624 -0.447  0.11
H: -2.362 3.297 -0.466  0.08

=====

Record 5
C2H2N4 | ωB97M-V/def2-TZVPD

Computed properties:
**ΔE to the lowest compared entry with this formula, charge and spin**: 437.5 kJ/mol
**E_HOMO**: -10.0 eV
**Molar mass**: 82.07 g/mol
**SMILES**: c1cnnnn1
**Frontier orbital gap**: 9.3 eV

Last column: Löwdin charge in e.
Atoms and positions in Å:
C: -0.181 -0.872 0.132  -0.14
C: 0.942 -0.266 -0.144  -0.18
N: 0.768 1.092 -0.244  0.00
N: -0.367 1.764 -0.193  0.01
N: -1.578 0.984 -0.252  -0.03
N: -1.521 -0.258 0.164  0.02
H: -0.108 -1.924 0.890  0.18
H: 2.045 -0.519 -0.353  0.14

=====

Record 6
C8H17BN2 | ωB97M-V/def2-TZVPD

Computed properties:
**ΔE to the lowest compared entry with this formula, charge and spin**: 329.5 kJ/mol
**E_HOMO**: -7.4 eV
**Molar mass**: 152.05 g/mol
**Frontier orbital gap**: 8.1 eV

Last column: Löwdin charge in e.
Atoms and positions in Å:
B: 1.913 -1.142 -0.821  0.06
C: -2.237 0.769 -0.415  -0.21
C: -1.223 1.932 -0.515  -0.19
C: -1.788 -0.133 0.740  -0.18
C: 0.184 1.378 -0.743  -0.18
C: -0.340 -0.688 0.545  -0.39
C: 0.679 0.545 0.344  -0.30
C: -0.442 -2.946 -0.082  -0.19
C: 3.031 0.829 0.344  -0.02
N: -0.383 -1.594 -0.513  -0.08
N: 1.942 -0.057 -0.048  -0.13
H: 2.584 -1.817 -1.389  0.03
H: -3.246 1.134 -0.039  0.12
H: -2.173 0.164 -1.388  0.13
H: -1.603 2.740 -1.167  0.11
H: -1.367 2.424 0.495  0.12
H: -1.827 0.399 1.745  0.13
H: -2.428 -0.964 0.571  0.09
H: 0.273 0.707 -1.543  0.10
H: 0.992 2.190 -0.916  0.14
H: -0.114 -1.354 1.541  0.17
H: 0.844 1.133 1.345  0.18
H: -0.225 -3.525 -0.956  0.07
H: 0.174 -3.087 0.737  0.04
H: -1.417 -3.256 0.253  0.07
H: 2.674 1.764 -0.091  0.08
H: 2.954 0.781 1.524  0.14
H: 3.892 0.395 -0.117  0.08